ORCA calculation (ωB97M-V/def2-TZVPD) on a molecular structure, C17H30IrN2Si2.

Values from the calculation:
Energy, eV: -39686.773
Net charge: +1
Gap between HOMO and LUMO, Eh: 0.273
LUMO energy, eV: -2.9
Energy above the lowest of the compared OMol25 structures with the same formula, charge and spin, kJ/mol: 0.0

Structure (XYZ):
```
52
Properties=species:S:1:pos:R:3:forces:R:3:nbo_charge:R:1
Ir -0.113 -0.529 1.732 -0.27 -0.01 -0.14 0.13
C -0.434 0.505 3.643 0.01 -0.06 -0.03 -0.24
C -1.301 -0.624 3.699 0.13 0.01 0.06 -0.36
C -0.468 -1.784 3.645 -0.08 -0.08 0.07 -0.26
C 0.888 -1.401 3.602 0.12 0.05 -0.02 -0.32
C 0.918 0.035 3.545 -0.04 -0.06 0.16 -0.29
H -0.729 1.538 3.709 -0.01 0.05 -0.02 0.26
H -2.371 -0.609 3.822 -0.01 0.01 0.01 0.25
H -0.822 -2.804 3.668 -0.01 -0.01 0.00 0.24
H 1.738 -2.062 3.622 0.02 0.00 -0.01 0.26
H 1.798 0.656 3.552 0.00 0.02 0.04 0.26
C 2.893 1.293 1.048 -0.02 0.04 -0.07 -1.13
Si 1.763 -0.062 0.393 0.02 -0.18 -0.08 1.32
C 2.935 -1.505 0.019 -0.03 0.03 -0.05 -1.13
C 1.115 0.617 -1.277 0.06 0.19 -0.02 -0.50
C 1.775 0.543 -2.510 -0.05 0.03 -0.02 -0.18
C 1.274 1.197 -3.635 -0.06 -0.08 0.06 -0.25
C 0.117 1.966 -3.528 0.03 -0.06 -0.03 -0.24
C -0.547 2.046 -2.309 -0.01 0.04 0.03 -0.24
C -0.076 1.366 -1.180 0.01 -0.21 0.00 -0.51
Si -1.009 1.237 0.486 0.25 0.21 -0.04 1.33
C -2.821 0.973 -0.063 -0.10 -0.08 -0.03 -1.14
C -1.001 2.948 1.270 -0.06 -0.03 -0.07 -1.13
H 3.638 1.559 0.294 0.00 0.01 0.00 0.24
H 3.435 0.968 1.938 0.00 -0.02 0.02 0.23
H 2.334 2.196 1.301 0.01 0.01 0.01 0.24
H 3.737 -1.194 -0.657 -0.01 0.00 0.00 0.23
H 2.461 -2.389 -0.413 -0.01 0.02 0.01 0.21
H 3.414 -1.826 0.947 -0.01 0.00 0.03 0.24
H 2.701 -0.016 -2.600 -0.01 -0.02 0.01 0.21
H 1.794 1.130 -4.582 0.01 0.01 0.01 0.23
H -0.255 2.506 -4.390 -0.01 0.01 -0.01 0.23
H -1.446 2.649 -2.244 -0.03 0.04 0.01 0.22
H -3.160 1.772 -0.725 0.02 0.05 -0.01 0.24
H -3.474 0.989 0.813 -0.01 -0.04 0.00 0.26
H -3.051 0.030 -0.587 -0.05 0.04 0.06 0.17
H -1.290 3.706 0.537 0.02 0.01 0.00 0.24
H -0.006 3.203 1.640 -0.01 0.00 -0.01 0.24
H -1.702 3.021 2.103 -0.01 -0.02 0.03 0.24
N -1.398 -0.928 -2.768 0.20 0.30 -0.05 -0.71
C -1.352 -2.304 -2.172 0.01 -0.03 0.05 -0.24
C -0.420 -2.340 -0.968 0.01 -0.06 -0.02 -0.26
N -1.057 -1.876 0.288 0.00 0.01 -0.06 -0.76
H -1.996 -0.888 -3.592 -0.01 -0.01 0.00 0.44
H -0.458 -0.585 -3.040 -0.04 -0.06 0.04 0.47
H -1.726 -0.212 -2.103 0.04 -0.05 -0.03 0.48
H -1.010 -2.978 -2.955 0.04 0.03 0.00 0.24
H -2.377 -2.568 -1.913 0.01 -0.07 0.01 0.22
H 0.449 -1.723 -1.178 0.04 0.00 -0.01 0.25
H -0.056 -3.357 -0.825 -0.07 0.02 -0.01 0.24
H -1.328 -2.693 0.824 -0.03 0.04 0.05 0.41
H -1.922 -1.388 0.075 -0.01 -0.04 0.09 0.40
```
Positions in Å, forces in eV/Å.